ORCA calculation (the ωB97M-V functional and the def2-TZVPD basis) on a 8-piece molecular cluster, C14H39BF4NO6 overall.

Results
E_HOMO = -6.82 eV
total charge = -1
Kohn-Sham gap = 9.54 eV
energy relative to the best compared isomer or geometry (same formula, charge and spin) = 14.9 kcal per mole

XYZ file:
```
65
Properties=species:S:1:pos:R:3:forces:R:3:lowdin_charge:R:1
F -0.65803 -1.23259 -0.82304 -0.744 -0.115 -1.330 0.18
F -0.38695 0.72670 0.30371 -1.842 2.203 0.779 0.19
F 1.29329 0.07352 -0.89877 0.663 -0.231 -1.292 0.15
F 0.67732 -1.12890 0.90895 0.187 -0.436 0.189 0.11
O 2.44002 1.85107 -2.75594 -0.855 -1.621 1.044 -0.08
O 2.13569 -0.51681 2.94386 -0.243 -1.954 1.313 -0.02
O -3.35084 0.01058 -2.33043 -0.304 0.406 -2.600 -0.03
O -2.56583 -3.14786 -1.02711 1.110 0.752 1.827 -0.06
O 2.70817 -2.07973 -2.06071 1.583 -3.002 -1.656 -0.04
O -2.15240 0.00404 2.39353 0.871 -0.213 -2.178 -0.10
N 2.86855 3.70423 0.85437 -0.432 0.534 -0.096 0.14
C 3.04466 1.40413 4.03385 1.060 1.486 0.624 -0.09
C -4.17229 0.15439 -1.25293 3.048 3.864 1.843 -0.30
C 1.90969 3.79054 -3.95697 -0.569 2.828 -2.113 -0.14
C 1.73563 3.89090 0.95804 -0.244 -1.672 0.744 -0.29
C 3.94021 -2.56853 -4.05366 5.852 3.809 4.458 -0.05
C -2.49569 -4.95544 0.66350 1.244 0.183 1.851 -0.10
C 3.25790 -1.46686 -3.20895 1.193 0.465 0.589 -0.31
C -1.54908 -1.12265 3.02611 -2.600 0.632 1.305 -0.34
C 0.25994 3.95353 1.20265 1.580 1.355 1.024 -0.06
C -3.07453 -3.60405 0.18813 -4.686 -2.711 1.207 -0.37
C 1.87164 3.11781 -2.66445 -4.071 -0.544 -0.537 -0.38
C -3.85177 1.51838 -0.50352 4.433 -1.519 -4.843 -0.04
C -2.51276 -1.66359 4.09877 -2.665 -0.200 -4.214 -0.09
C 2.27253 0.83063 2.94949 -0.789 -0.134 1.554 -0.46
B 0.19126 -0.37047 -0.18798 1.465 -1.297 1.193 -1.35
H -2.58136 -5.72273 -0.01303 -0.690 -1.748 -2.097 0.01
H -1.81607 -2.64222 -0.60236 -0.454 -0.197 -1.916 0.08
H 3.13388 2.50701 3.83162 -0.788 -0.681 0.454 0.08
H -2.82416 -5.49887 1.66678 0.493 1.963 -1.715 0.11
H -4.11562 -0.68617 -0.70828 0.721 -2.841 2.856 0.07
H 3.92396 -0.75957 -2.76492 1.192 0.743 -0.368 0.10
H 2.72374 1.08008 2.13364 3.030 1.663 -5.459 0.05
H -0.25141 3.39940 0.44709 -0.318 -0.871 -0.169 0.04
H 0.16977 5.01644 0.84884 -1.102 -0.525 1.261 0.08
H -1.93408 -2.44413 4.53263 -0.378 -0.891 0.935 0.05
H 2.09443 -1.50317 -1.73167 -2.478 2.237 1.665 -0.01
H -5.16722 0.30504 -1.25177 -3.933 0.051 -2.468 0.07
H -0.01065 3.63815 2.32461 0.524 1.090 -2.752 0.14
H -2.89514 -3.02977 1.02721 0.922 2.290 1.344 0.04
H 2.35310 1.19095 4.90385 2.163 0.224 0.196 0.10
H 1.65041 -0.72616 2.14021 -0.123 -0.453 -0.145 0.04
H -2.86324 1.53085 -0.05190 0.592 -0.168 -0.432 0.05
H -3.87080 2.34145 -1.26127 -0.390 -0.605 0.765 0.09
H 3.15194 -3.07311 -4.20248 -5.215 -4.932 -1.888 -0.02
H -2.89239 -0.88137 4.71902 0.276 0.401 0.818 0.05
H -1.22714 -1.94656 2.40283 0.370 0.247 -0.384 0.10
H -4.31160 -3.58065 0.31159 2.815 -0.397 -1.194 0.16
H 1.97330 1.24351 -2.09606 1.006 1.159 -1.125 0.09
H 1.40400 1.38951 2.87344 -2.793 0.722 0.178 0.09
H 2.34334 3.70136 -1.94512 0.551 0.974 1.754 0.07
H 4.14564 1.18668 3.83105 -1.268 -0.798 1.673 0.11
H -2.63066 -0.58324 -2.13262 0.138 -0.314 0.340 0.07
H -3.51869 -1.97670 3.46101 2.402 -0.009 1.839 0.12
H -0.86473 -0.66305 3.64711 2.888 0.193 0.772 0.08
H 4.42102 -2.16613 -4.91382 0.271 0.132 -0.751 0.06
H 0.67479 3.09960 -2.56432 2.312 -0.366 0.999 0.16
H -4.38560 1.62297 0.29168 -4.234 1.066 4.584 -0.01
H 2.55601 -0.82548 -3.75079 -0.349 -0.557 -0.301 0.11
H 1.43855 3.22274 -4.71372 -1.107 -0.871 -0.647 0.06
H -1.51208 0.25517 1.65669 -1.265 -0.167 1.213 0.07
H -1.37956 -4.80185 0.64391 -0.836 -0.116 0.638 0.09
H 1.45073 4.86449 -4.07326 0.743 -1.937 0.855 0.12
H 4.74122 -3.10717 -3.33913 -1.928 1.015 -1.771 0.13
H 2.86605 3.84972 -4.37879 1.997 0.404 -0.241 0.05
```
Positions in Å, forces in eV/Å.